(1)
133
Properties=species:S:1:pos:R:3:mulliken_charge:R:1 method="wB97M-V/def2-TZVPD" charge=+1 e_homo_ev=-10.48 multiplicity=1 homo_lumo_gap_ev=3.46 e_tot_ha=-5650.93918
Hg -1.46005 2.15538 3.69878 1.00
O -0.66829 -0.29843 0.52992 2.63
C -0.73661 0.44376 1.64568 0.32
O -0.83913 1.70914 1.55778 -0.12
O -0.68686 -0.05758 2.81085 -0.90
H -0.84290 0.44371 -0.09117 -1.29
C -0.53915 1.41558 -2.38632 0.93
C -0.72788 2.36934 -3.60887 -1.78
N 0.15943 2.10106 -4.73079 0.17
C -0.14960 0.86142 -5.45227 -0.02
C 0.52847 0.74965 -6.81117 -1.66
C 1.57212 2.26231 -4.47290 -0.09
C 2.00651 3.60501 -3.91485 -0.89
H -0.53607 0.36523 -2.67207 -0.11
H -1.24533 1.76392 -1.62826 -0.11
H 0.47045 1.56058 -1.98626 -0.17
H -1.72027 2.30654 -4.06213 0.58
H -0.70662 3.42146 -3.31541 0.27
H 0.16481 0.04358 -4.78635 0.02
H -1.22702 0.75832 -5.58868 0.48
H 1.57897 0.45360 -6.76467 0.36
H 0.17261 -0.17634 -7.27337 0.47
H 0.35862 1.63768 -7.41290 0.34
H 2.26273 2.05129 -5.28868 0.37
H 1.84965 1.49977 -3.72039 -0.04
H 3.09544 3.54148 -3.85416 0.36
H 1.79071 3.67263 -2.84382 -0.13
H 1.58165 4.49860 -4.36467 0.36
C -1.55178 6.06596 -0.09850 -0.69
C -2.63542 6.68490 0.81711 -0.72
C -3.74987 5.68330 0.95896 -1.04
S -2.97821 4.03076 0.99416 1.43
O -3.66255 3.18507 0.03758 -0.63
O -2.74554 3.57678 2.36441 -0.71
C -1.39181 4.57794 0.31158 0.35
H -0.59073 6.57120 -0.03129 0.41
H -1.88208 6.14607 -1.13475 0.33
H -2.88870 7.71234 0.54918 0.46
H -2.21324 6.96298 1.79101 0.29
H -4.44585 5.76293 0.12324 0.41
H -4.36810 5.85181 1.84139 0.48
H -1.06388 3.93118 -0.49680 -0.53
H -0.67510 4.56289 1.13128 0.05
C 3.42093 0.20453 5.03304 -0.66
C 4.53514 -0.84085 4.96726 -0.59
C 3.87124 -2.17318 5.34742 -0.95
S 2.27153 -2.18340 4.46978 0.99
O 1.22189 -2.75567 5.30126 -0.74
O 2.51016 -2.68850 3.12879 -0.54
C 2.17490 -0.34510 4.35480 0.08
H 3.80883 1.14186 4.63187 0.36
H 3.24717 0.42125 6.08986 0.33
H 5.28833 -0.60557 5.71381 0.40
H 4.84501 -0.93090 3.92468 0.26
H 3.72420 -2.09040 6.42854 0.38
H 4.37873 -3.13057 5.24794 0.49
H 1.24345 -0.07495 4.85153 0.30
H 2.05221 -0.13007 3.29446 -0.27
C -1.13029 -2.48964 -3.61345 0.25
C -2.37241 -2.22501 -2.76650 -0.68
C -2.14318 -3.05611 -1.48278 0.48
S -1.37419 -4.60358 -2.07347 1.04
O -2.35684 -5.67769 -2.23875 -0.71
O -0.20057 -4.83918 -1.24529 -0.51
C -0.86463 -3.98924 -3.75541 -1.04
H -0.22436 -2.05125 -3.18392 -0.56
H -1.19173 -2.10356 -4.63280 0.60
H -3.31923 -2.42325 -3.26958 0.44
H -2.47256 -1.16583 -2.51845 0.13
H -3.03058 -3.38474 -0.94276 0.71
H -1.46211 -2.56561 -0.79034 -0.90
H -1.54460 -4.35101 -4.52715 0.41
H 0.11770 -4.39703 -3.97870 0.48
C -0.36062 -5.48194 3.36081 -0.83
C 0.13576 -4.71127 2.14525 -0.53
C -0.67189 -3.46543 2.00896 1.98
S -2.35855 -3.96639 2.44096 1.19
O -3.07154 -4.17029 1.20061 -0.66
O -2.97475 -3.14252 3.46473 -0.75
C -1.90413 -5.56017 3.19851 -0.86
H -0.11676 -4.91126 4.26225 0.19
H 0.08235 -6.45626 3.55716 0.51
H 0.08049 -5.37330 1.27266 0.25
H 1.20539 -4.49929 2.10850 0.21
H -0.70431 -2.84556 1.11286 -1.39
H -0.43373 -2.69723 2.75316 -0.31
H -2.06114 -6.40998 2.53892 0.34
H -2.40509 -5.56556 4.16224 0.53
C 2.14541 -2.05392 -0.62469 0.89
C 3.40697 -1.21206 -0.89492 0.12
C 4.62346 -2.08476 -1.31840 -1.04
S 4.05378 -3.80188 -0.96163 1.25
O 5.06565 -4.45821 -0.14912 -0.71
O 3.68079 -4.47873 -2.17726 -0.67
C 2.58984 -3.34208 0.03376 -0.23
H 1.59808 -2.26569 -1.55320 -0.33
H 1.31869 -1.52777 -0.14059 -0.62
H 3.63627 -0.78263 0.08049 0.25
H 3.25316 -0.55164 -1.74409 -0.12
H 5.44234 -1.85971 -0.64469 0.36
H 4.74900 -1.97907 -2.39075 0.44
H 2.98850 -3.08595 1.01948 0.01
H 1.97334 -4.23175 0.13480 0.35
C 3.56204 2.01679 -0.84992 0.55
C 2.69084 1.85194 0.44041 -0.10
C 1.85823 3.13515 0.48632 0.15
S 2.94350 4.53083 -0.02445 1.26
O 3.62284 5.13380 1.09041 -0.74
O 2.26172 5.34687 -0.97829 -0.60
C 4.15464 3.43231 -0.81429 -1.04
H 2.92036 1.83516 -1.71554 -0.79
H 4.26510 1.18988 -0.86562 0.61
H 3.41640 1.72520 1.24518 0.45
H 2.00315 1.00730 0.42913 -0.49
H 1.38964 3.39613 1.43465 0.65
H 1.06091 3.03244 -0.24988 -0.69
H 5.02115 3.40497 -0.15428 0.42
H 4.44908 3.93829 -1.73224 0.44
C -4.50996 -0.24125 0.11203 0.38
C -5.90307 0.32518 0.45487 -1.10
C -5.75353 1.05847 1.78517 -0.09
S -4.55606 0.09230 2.73257 0.90
O -5.23357 -0.66635 3.75869 -0.67
O -3.43191 0.96220 3.10204 -0.44
C -4.05516 -0.97733 1.36039 0.62
H -3.92374 0.65292 -0.11886 -0.20
H -4.53404 -0.86542 -0.77936 0.25
H -6.59740 -0.51347 0.53657 0.39
H -6.24074 0.94140 -0.37650 0.49
H -6.61087 1.35586 2.38450 0.49
H -5.19186 1.99036 1.67651 -0.33
H -4.70017 -1.80909 1.65415 0.61
H -3.03196 -1.27113 1.58179 -1.42

---

(2)
118
Properties=species:S:1:pos:R:3:mulliken_charge:R:1 method="wB97M-V/def2-TZVPD" charge=+3 e_homo_ev=-14.89 multiplicity=1 homo_lumo_gap_ev=4.45 e_tot_ha=-2100.61268
N -2.23152 -0.61661 0.97924 0.83
O -3.41966 -0.32468 0.91370 -0.64
O -1.88806 -1.53509 1.74293 -0.72
O -1.38312 -0.05186 0.23808 -0.28
C 1.24167 2.60747 -0.84994 -2.17
C 0.08847 3.47040 -0.27184 1.75
C -1.11809 3.53857 -1.24975 -0.90
C -2.31753 4.11741 -0.48112 -0.70
C -2.69708 3.25528 0.73577 -0.65
C -1.60203 3.19232 1.81129 0.99
N -0.40241 2.76652 1.00821 1.04
O 0.46717 2.07122 1.72552 -0.24
C -1.90086 2.10878 2.94260 -1.88
C -1.46173 4.58202 2.54455 -1.49
C 0.62917 4.87023 0.01159 -1.62
H 0.97435 1.58176 -1.10325 0.21
H 2.08700 2.58939 -0.16237 0.48
H 1.58370 3.11362 -1.75269 0.59
H -1.28518 2.62035 -1.81452 0.01
H -0.91797 4.22009 -2.07827 0.43
H -3.16091 4.16587 -1.17130 0.49
H -2.06616 5.17108 -0.36099 0.39
H -2.91246 2.21736 0.47556 0.03
H -3.63404 3.64163 1.13781 0.53
H -2.89114 2.33390 3.33373 0.55
H -1.06058 2.26207 3.61945 0.51
H -1.80205 1.05910 2.66963 0.14
H -0.54082 4.60100 3.12846 0.40
H -2.32280 4.82312 3.16498 0.38
H -1.31287 5.38760 1.82736 0.38
H 1.31709 4.98300 0.85115 0.38
H -0.13357 5.60005 0.28464 0.28
H 1.12120 5.44143 -0.77625 0.44
C 1.65263 -4.10956 -1.71580 -1.73
C 2.40199 -2.78033 -1.51841 1.42
C 1.84555 -2.03294 -0.33324 -1.07
C 2.74892 -0.87517 0.07965 0.62
C 4.21220 -1.34122 0.50100 -1.13
C 4.91770 -2.00029 -0.74790 1.39
N 3.90896 -3.09357 -1.27313 0.80
O 4.40749 -3.96597 -2.08479 -0.28
C 6.13433 -2.74299 -0.25124 -1.71
C 5.31540 -0.98707 -1.85096 -1.63
C 2.20532 -1.95148 -2.82048 -1.11
H 1.89044 -4.64652 -2.63300 0.46
H 0.58388 -3.89770 -1.70219 0.35
H 1.86376 -4.80005 -0.89843 0.45
H 1.83113 -2.77611 0.46902 0.32
H 0.79486 -1.74198 -0.36185 0.24
H 2.22968 -0.29095 0.84023 -0.28
H 2.78280 -0.19151 -0.77033 0.08
H 4.04265 -1.98130 1.36642 0.24
H 4.66763 -0.39619 0.79455 0.44
H 5.76364 -3.40888 0.52726 0.42
H 6.87630 -2.05846 0.16051 0.42
H 6.72049 -3.21920 -1.03711 0.45
H 6.31184 -0.59348 -1.65288 0.45
H 4.64694 -0.14625 -2.02927 0.24
H 5.41868 -1.54791 -2.78085 0.46
H 1.13768 -1.78194 -2.95808 0.02
H 2.53123 -2.35877 -3.77835 0.41
H 2.73238 -0.99750 -2.80150 0.22
C -1.95917 -1.10690 -2.96750 -2.28
C -3.47898 -1.09425 -3.16009 1.83
C -4.05686 0.26076 -2.68968 -0.77
C -3.97835 1.40184 -3.71254 -0.34
C -4.57649 0.95966 -5.07596 -1.56
C -3.95917 -0.30801 -5.74586 1.37
N -3.86842 -1.35133 -4.63912 0.72
O -3.64346 -2.61295 -5.03575 -0.26
C -2.53769 0.02893 -6.26195 -1.27
C -4.86699 -0.85970 -6.77915 -1.76
C -4.08767 -2.22303 -2.29571 -1.81
H -1.45198 -0.19435 -3.28222 0.36
H -1.50823 -1.94730 -3.49832 0.62
H -1.66977 -1.25571 -1.92691 0.47
H -3.61131 0.48859 -1.72036 -0.10
H -5.10570 0.08708 -2.44244 0.53
H -2.94790 1.75674 -3.78706 0.14
H -4.48482 2.31968 -3.41330 0.59
H -4.42136 1.81009 -5.73971 0.52
H -5.65354 0.80418 -5.00765 0.39
H -2.37292 -0.61069 -7.12837 0.41
H -1.84781 -0.18676 -5.44768 0.27
H -2.48943 1.07312 -6.56515 0.34
H -5.83317 -1.15027 -6.36800 0.42
H -4.41794 -1.74061 -7.24126 0.46
H -5.00902 -0.27015 -7.68518 0.41
H -5.15981 -2.38888 -2.40947 0.49
H -4.05293 -2.11119 -1.21128 0.29
H -3.56112 -3.14819 -2.52980 0.48
C -1.65558 0.31974 6.01691 -1.29
C -0.67341 -0.33058 5.00002 0.64
C 0.46055 -1.14921 5.62879 -1.11
N 1.68428 -1.37717 4.69148 0.44
C 1.35692 -2.13828 3.40771 -0.89
C 2.80251 -2.12333 5.46342 -0.44
C 3.95110 -1.06988 5.62093 -0.77
C 3.86488 -0.22781 4.35436 -0.23
C 2.35511 -0.06120 4.29000 -0.53
H -2.20865 1.15114 5.58466 0.25
H -1.24767 0.57606 6.99404 0.40
H -2.36682 -0.47749 6.23911 0.40
H -0.17898 0.50587 4.50095 -0.41
H -1.03626 -0.95271 4.18079 0.40
H 0.15590 -2.10292 6.05954 0.34
H 0.96452 -0.62339 6.44132 0.58
H 2.33377 -2.45635 3.04596 0.39
H 0.88667 -1.47914 2.67950 0.19
H 0.72737 -2.98799 3.66704 0.30
H 3.16039 -3.01617 4.95234 0.31
H 2.36109 -2.49007 6.38898 0.37
H 4.95968 -1.46095 5.75523 0.47
H 3.86418 -0.42683 6.49781 0.33
H 4.28883 -0.85293 3.56855 -0.05
H 4.31274 0.75524 4.48894 0.50
H 1.89985 0.31399 3.37382 -0.11
H 1.96534 0.60282 5.06239 0.62